Record 1
16
Properties=species:S:1:pos:R:3:forces:R:3 method="wB97M-V/def2-TZVPD" energy_ev=-7730.352 lumo_ev="-3.90 / -5.64" s2=2.04 spin_multiplicity=3 charge=+1 e_homo_ha="-0.3699 / -0.5370" orbital_gap_ev="6.16 / 8.97" de_lowest_kcal_mol=40.4
N -0.8256 0.0278 -0.7764 0.87 0.54 -0.36
N 1.4067 0.4700 0.7682 -0.60 2.04 0.59
N -1.8271 0.9152 -0.4054 0.32 -0.64 -0.87
C -0.8263 -1.2833 -0.6407 -3.81 -2.41 0.98
C 1.1236 -0.5533 1.6100 -0.36 -1.97 1.81
C 0.3404 0.4906 -1.2099 -2.80 2.83 -0.06
H 2.0958 0.3965 0.0700 1.42 -0.11 -0.13
H 0.6354 -0.4861 2.5555 -0.22 1.28 0.39
H -2.4440 0.5713 0.2660 -0.91 -0.84 1.13
H -0.0242 -1.8611 -0.9885 1.20 -0.10 -0.42
H 0.2518 1.5287 -1.3879 0.77 1.08 -0.08
H -1.7752 1.9297 -0.4363 1.02 -0.56 -0.40
H 1.2933 -1.6013 1.4787 0.65 -0.16 -1.21
H -1.6759 -1.9144 -0.2648 0.66 1.37 -0.30
H 1.0155 -0.0474 -1.7629 1.29 -1.63 -0.83
H 1.2358 1.4172 1.1245 0.49 -0.72 -0.24

Record 2
16
Properties=species:S:1:pos:R:3:forces:R:3 method="wB97M-V/def2-TZVPD" energy_ev=-7722.737 lumo_ev="-9.08 / -12.76" s2=0.77 spin_multiplicity=2 charge=+2 e_homo_ha="-0.7646 / -0.7532" orbital_gap_ev="11.73 / 7.73" de_lowest_kcal_mol=52.1
N -0.9293 -2.1497 -0.0469 -0.05 0.06 0.51
N 0.1330 -0.3643 -1.0862 0.69 -1.53 -1.14
N -0.8149 1.4624 1.0448 -0.04 -0.69 0.39
C 0.1383 -1.4794 -0.3240 0.68 0.10 -0.77
C 1.4494 0.1691 -1.5237 -0.01 0.47 0.11
C -0.1598 2.0597 1.9603 0.33 0.09 -0.32
H 2.1008 -0.6269 -1.8817 -0.06 -0.04 -0.04
H -0.5611 -0.3905 -1.8426 -0.46 0.47 0.41
H 1.9291 0.6683 -0.6792 0.06 -0.10 0.00
H -0.5905 2.2328 2.9410 -0.15 0.10 -0.07
H -0.7389 -3.1011 0.2912 -0.32 -0.14 -0.30
H 1.2934 0.8967 -2.3149 -0.07 -0.04 -0.03
H 1.1471 -1.8124 -0.0514 -0.15 0.18 0.68
H -0.3873 1.1375 0.1645 -0.34 0.73 0.52
H 0.8537 2.3768 1.7356 -0.01 0.10 0.16
H -1.7391 1.0830 1.2504 -0.11 0.24 -0.12